(1)
One molecule with the formula C4H7N3 at a distorted geometry, computed with the ωB97M-V functional and the def2-TZVPD basis.

molar mass = 97.121 g mol⁻¹
HOMO-LUMO gap = 9.49 eV
energy relative to the best compared isomer or geometry (same formula, charge and spin) = 114.31 kcal/mol
total charge = 0
SMILES = C1=NC[C@H]2CN2N1

Positions of all 14 atoms, in Å:
C1 0.722 -1.046 0.648
C2 1.427 0.415 -1.149
C3 -1.491 0.433 0.682
C4 -0.842 -0.792 0.265
H1 1.157 -2.232 0.826
H2 0.997 -0.477 1.559
H3 2.123 1.070 -1.628
H4 -0.294 1.815 -1.867
H5 -0.907 1.083 1.549
H6 -2.519 0.507 0.964
H7 -1.395 -1.668 0.216
N1 1.744 -0.610 -0.461
N2 0.172 1.187 -1.032
N3 -0.893 0.315 -0.572

Atomic partial charges in e from the natural (NBO) method, atoms 1 to 4: -0.283, 0.246, -0.237, -0.081


(2)
A 6-piece molecular cluster, C25H40N5O11 overall at a distorted geometry, computed with the ωB97M-V functional and the def2-TZVPD basis.

molar mass = 586.619 g mol⁻¹
HOMO-LUMO gap = 8.59 eV
total charge = +1

Positions of all 81 atoms, in Å:
C1 -0.830 -0.248 -1.146
C2 0.775 -0.237 -1.263
O1 1.379 -1.232 -1.691
N1 1.454 1.024 -0.882
C3 2.660 1.263 -1.785
N2 1.950 0.983 0.410
N3 2.597 0.020 1.102
C4 2.861 0.656 2.363
N4 2.379 2.009 2.459
C5 1.791 2.196 1.159
N5 1.161 3.246 0.590
H1 -1.184 0.739 -1.615
H2 -1.052 -0.214 -0.033
H3 -1.269 -1.147 -1.673
H4 3.542 0.725 -1.284
H5 2.841 2.385 -1.774
H6 2.451 0.840 -2.816
H7 2.832 -0.920 0.751
H8 3.425 0.157 3.205
H9 0.138 3.302 0.710
H10 1.624 4.012 0.095
O2 0.495 3.114 -3.774
C6 -0.141 2.406 -4.511
O3 -0.652 1.199 -4.145
C7 -1.256 0.572 -5.286
C8 -1.566 1.702 -6.241
C9 -0.450 2.686 -5.957
H11 -0.545 -0.145 -5.706
H12 -2.156 0.038 -4.977
H13 -1.616 1.383 -7.283
H14 -2.528 2.153 -5.981
H15 0.439 2.479 -6.557
H16 -0.776 3.716 -6.095
O4 5.982 -0.257 -3.197
C10 5.789 -1.425 -2.977
O5 6.344 -2.436 -3.695
C11 5.817 -3.689 -3.237
C12 5.321 -3.421 -1.834
C13 4.878 -1.980 -1.917
H17 5.013 -3.996 -3.911
H18 6.602 -4.446 -3.256
H19 4.531 -4.103 -1.517
H20 6.148 -3.510 -1.123
H21 3.843 -1.891 -2.255
H22 5.021 -1.463 -0.967
O6 -4.079 1.663 0.197
C14 -3.739 1.067 1.185
O7 -3.060 -0.114 1.161
C15 -2.912 -0.602 2.502
C16 -3.059 0.614 3.387
C17 -4.031 1.473 2.604
H23 -3.689 -1.349 2.689
H24 -1.934 -1.074 2.615
H25 -3.400 0.375 4.395
H26 -2.098 1.131 3.470
H27 -5.070 1.230 2.838
H28 -3.840 2.535 2.755
O8 3.800 -3.249 1.279
C18 3.604 -4.417 1.509
O9 4.163 -5.430 0.802
C19 3.637 -6.682 1.264
C20 3.135 -6.410 2.662
C21 2.688 -4.965 2.571
H29 2.837 -6.995 0.587
H30 4.424 -7.437 1.251
H31 2.347 -7.095 2.978
H32 3.960 -6.494 3.376
H33 1.654 -4.879 2.228
H34 2.825 -4.441 3.516
O10 -4.628 3.901 4.728
C22 -5.771 4.105 4.409
O11 -6.826 3.991 5.258
C23 -8.046 4.194 4.533
C24 -7.651 4.978 3.302
C25 -6.250 4.471 3.029
H35 -8.471 3.217 4.285
H36 -8.756 4.740 5.155
H37 -8.338 4.842 2.466
H38 -7.615 6.046 3.538
H39 -6.255 3.574 2.404
H40 -5.621 5.243 2.588

Atomic partial charges in e from the Löwdin method, atoms 1 to 4: 0.023, -0.359, 0.070, -0.061


(3)
One molecule with the formula C6H12O, computed with the ωB97M-V functional and the def2-TZVPD basis.

molar mass = 100.161 g mol⁻¹
HOMO-LUMO gap = 8.99 eV
energy relative to the best compared isomer or geometry (same formula, charge and spin) = 63.64 kcal/mol
total charge = 0

Positions of all 19 atoms, in Å:
C1 0.584 1.544 -0.120
C2 1.461 -0.897 0.235
C3 1.838 -2.291 -0.192
O1 0.154 -0.847 0.254
C4 -0.471 0.480 0.139
C5 -1.263 0.788 1.401
C6 -1.398 0.292 -1.059
H1 1.279 1.218 -0.897
H2 1.175 1.747 0.777
H3 0.084 2.460 -0.445
H4 1.637 -2.274 -1.278
H5 1.289 -3.149 0.219
H6 2.910 -2.454 -0.093
H7 -1.709 1.783 1.295
H8 -2.078 0.073 1.559
H9 -0.617 0.807 2.284
H10 -2.204 -0.406 -0.810
H11 -0.833 -0.118 -1.902
H12 -1.838 1.245 -1.369

Atomic partial charges in e from the natural (NBO) method, atoms 1 to 4: -0.645, 0.262, -0.764, -0.514


(4)
A 2-piece molecular cluster, C4H12S overall at a distorted geometry, computed with the ωB97M-V functional and the def2-TZVPD basis.

molar mass = 92.207 g mol⁻¹
spin multiplicity = 2
HOMO-LUMO gap (alpha / beta) = 2.18 / 8.30 eV
energy relative to the best compared isomer or geometry (same formula, charge and spin) = 5.99 kcal/mol
<S²> = 0.7508
total charge = -1

Positions of all 17 atoms, in Å:
C1 0.708 2.550 -0.768
C2 -1.655 1.278 -0.185
S1 0.098 1.153 0.185
H1 0.118 3.449 -0.602
H2 1.739 2.808 -0.513
H3 0.646 2.345 -1.841
H4 -2.298 1.716 0.581
H5 -2.028 0.264 -0.344
H6 -1.847 1.834 -1.103
C3 0.642 -3.478 0.767
C4 0.153 -2.341 -0.120
H7 1.013 -4.339 0.195
H8 1.503 -3.201 1.376
H9 -0.133 -3.853 1.440
H10 -0.392 -1.633 0.513
H11 -0.616 -2.721 -0.793
H12 0.946 -1.774 -0.600

Atomic partial charges in e from the natural (NBO) method, atoms 1 to 4: -1.255, -0.803, -0.020, 0.191


(5)
C32H26KN2O4P2 as an isolated structure, computed with the ωB97M-V functional and the def2-TZVPD basis.

molar mass = 603.616 g mol⁻¹
HOMO-LUMO gap = 7.54 eV
total charge = -1

Positions of all 67 atoms, in Å:
K1 -0.750 -0.081 -1.669
O1 -5.236 -1.000 -2.100
C1 -4.099 -0.592 -1.823
O2 -3.079 -0.495 -2.560
C2 -3.892 -0.142 -0.353
C3 -4.939 -0.181 0.563
C4 -4.693 0.209 1.870
C5 -3.418 0.629 2.232
C6 -2.433 0.648 1.259
N1 -2.681 0.274 0.004
C7 -0.985 1.069 1.567
O3 -0.745 1.505 2.704
O4 -0.176 0.918 0.608
H1 -5.905 -0.525 0.220
H2 -5.489 0.183 2.605
H3 -3.167 0.941 3.237
C8 3.263 -0.371 -3.180
N2 3.374 -0.351 -1.701
P1 2.722 1.182 -1.142
C9 3.828 2.336 -2.054
C10 5.214 2.193 -2.137
C11 5.982 3.128 -2.812
C12 5.375 4.230 -3.409
C13 4.001 4.385 -3.331
C14 3.230 3.437 -2.660
C15 3.413 1.347 0.541
C16 2.684 2.105 1.448
C17 3.147 2.264 2.752
C18 4.325 1.660 3.151
C19 5.057 0.891 2.247
C20 4.605 0.740 0.948
P2 2.635 -1.878 -1.149
C21 3.982 -2.958 -1.787
C22 3.611 -4.182 -2.342
C23 4.568 -5.058 -2.847
C24 5.908 -4.710 -2.809
C25 6.291 -3.488 -2.263
C26 5.336 -2.620 -1.756
C27 2.920 -1.935 0.652
C28 2.047 -1.173 1.432
C29 2.153 -1.177 2.816
C30 3.100 -1.982 3.435
C31 3.941 -2.779 2.669
C32 3.856 -2.755 1.282
H4 3.889 0.404 -3.616
H5 2.234 -0.210 -3.531
H6 3.602 -1.324 -3.577
H7 5.690 1.336 -1.674
H8 7.056 3.003 -2.872
H9 5.975 4.964 -3.933
H10 3.517 5.239 -3.791
H11 2.154 3.555 -2.605
H12 1.714 2.501 1.169
H13 2.546 2.826 3.457
H14 4.669 1.764 4.174
H15 5.967 0.396 2.567
H16 5.146 0.113 0.252
H17 2.561 -4.451 -2.384
H18 4.262 -6.005 -3.275
H19 6.657 -5.385 -3.209
H20 7.339 -3.214 -2.235
H21 5.626 -1.662 -1.341
H22 1.293 -0.527 0.983
H23 1.485 -0.541 3.387
H24 3.181 -1.994 4.517
H25 4.672 -3.420 3.149
H26 4.523 -3.376 0.698

Atomic partial charges in e from the natural (NBO) method, atoms 1 to 4: 0.935, -0.728, 0.739, -0.831


(6)
A 6-piece molecular cluster, C27H45BI2O15 overall, computed with the ωB97M-V functional and the def2-TZVPD basis.

molar mass = 874.262 g mol⁻¹
HOMO-LUMO gap = 9.22 eV
total charge = 0
SMILES = CCCCCCCCCB[C@@H](I)[C@H](C)I.O=C1OCCO1.O=C1OCCO1.O=C1OCCO1.O=C1OCCO1.O=C1OCCO1

Positions of all 90 atoms, in Å:
C1 7.880 1.041 3.250
C2 7.804 1.590 1.807
C3 8.351 3.021 1.625
C4 7.252 4.050 1.340
C5 6.519 4.515 2.619
C6 5.006 4.273 2.625
C7 4.163 5.468 2.171
C8 2.736 5.432 2.713
C9 1.972 4.106 2.468
B1 1.391 3.430 3.755
C10 0.336 2.258 3.650
I1 -0.574 1.867 5.562
C11 -0.658 2.430 2.516
C12 -1.551 3.651 2.646
I2 -1.937 0.710 2.235
H1 8.228 0.009 3.263
H2 8.549 1.643 3.860
H3 6.892 1.057 3.705
H4 8.344 0.913 1.144
H5 6.761 1.571 1.489
H6 9.087 3.045 0.822
H7 8.865 3.323 2.539
H8 7.689 4.913 0.836
H9 6.525 3.608 0.656
H10 6.940 3.969 3.466
H11 6.730 5.568 2.805
H12 4.793 3.421 1.973
H13 4.671 3.972 3.621
H14 4.638 6.377 2.550
H15 4.166 5.560 1.082
H16 2.150 6.246 2.285
H17 2.791 5.627 3.786
H18 2.611 3.370 1.969
H19 1.163 4.296 1.756
H20 1.821 3.746 4.818
H21 0.945 1.369 3.455
H22 -0.077 2.472 1.598
H23 -0.964 4.540 2.882
H24 -2.296 3.511 3.425
H25 -2.078 3.833 1.711
C13 -3.106 -2.713 0.003
C14 -4.334 -2.192 0.725
O1 -5.236 -1.940 -0.362
C15 -4.870 -2.708 -1.410
O2 -5.514 -2.840 -2.401
O3 -3.678 -3.295 -1.180
H26 -2.556 -3.467 0.558
H27 -2.428 -1.912 -0.295
H28 -4.781 -2.937 1.385
H29 -4.154 -1.278 1.282
C16 7.014 -3.600 4.441
C17 6.017 -3.333 3.328
O4 5.237 -2.264 3.872
C18 5.976 -1.624 4.811
O5 5.676 -0.599 5.324
O6 7.107 -2.320 5.075
H30 7.994 -3.907 4.088
H31 6.643 -4.324 5.168
H32 6.498 -2.984 2.413
H33 5.374 -4.179 3.102
C19 -4.990 -6.886 -4.242
C20 -4.993 -5.408 -4.581
O7 -3.866 -5.310 -5.467
C21 -3.646 -6.522 -6.022
O8 -2.903 -6.723 -6.928
O9 -4.388 -7.468 -5.406
H34 -5.982 -7.304 -4.094
H35 -4.365 -7.115 -3.377
H36 -5.887 -5.105 -5.126
H37 -4.855 -4.757 -3.724
C22 -7.393 0.410 -0.889
C23 -8.178 0.809 -2.123
O10 -9.198 1.651 -1.574
C24 -8.761 2.146 -0.392
O11 -9.302 2.999 0.228
O12 -7.616 1.526 -0.017
H38 -6.331 0.285 -1.067
H39 -7.788 -0.490 -0.417
H40 -7.583 1.395 -2.825
H41 -8.630 -0.030 -2.644
C25 -4.578 -3.434 -7.861
C26 -4.959 -2.127 -8.527
O13 -6.316 -2.371 -8.918
C27 -6.825 -3.342 -8.123
O14 -7.969 -3.652 -8.079
O15 -5.843 -3.907 -7.382
H42 -3.889 -3.322 -7.030
H43 -4.175 -4.163 -8.566
H44 -4.945 -1.285 -7.834
H45 -4.359 -1.888 -9.401

Atomic partial charges in e from the Löwdin method, atoms 1 to 4: -0.093, -0.238, -0.218, -0.208


Among the records above, which one has the highest total charge?
C25H40N5O11


Which value of total charge does entry 3 give?
0


Copy entry 2 word for word.
A 6-piece molecular cluster, C25H40N5O11 overall at a distorted geometry, computed with the ωB97M-V functional and the def2-TZVPD basis.

molar mass = 586.619 g mol⁻¹
HOMO-LUMO gap = 8.59 eV
total charge = +1

Positions of all 81 atoms, in Å:
C1 -0.830 -0.248 -1.146
C2 0.775 -0.237 -1.263
O1 1.379 -1.232 -1.691
N1 1.454 1.024 -0.882
C3 2.660 1.263 -1.785
N2 1.950 0.983 0.410
N3 2.597 0.020 1.102
C4 2.861 0.656 2.363
N4 2.379 2.009 2.459
C5 1.791 2.196 1.159
N5 1.161 3.246 0.590
H1 -1.184 0.739 -1.615
H2 -1.052 -0.214 -0.033
H3 -1.269 -1.147 -1.673
H4 3.542 0.725 -1.284
H5 2.841 2.385 -1.774
H6 2.451 0.840 -2.816
H7 2.832 -0.920 0.751
H8 3.425 0.157 3.205
H9 0.138 3.302 0.710
H10 1.624 4.012 0.095
O2 0.495 3.114 -3.774
C6 -0.141 2.406 -4.511
O3 -0.652 1.199 -4.145
C7 -1.256 0.572 -5.286
C8 -1.566 1.702 -6.241
C9 -0.450 2.686 -5.957
H11 -0.545 -0.145 -5.706
H12 -2.156 0.038 -4.977
H13 -1.616 1.383 -7.283
H14 -2.528 2.153 -5.981
H15 0.439 2.479 -6.557
H16 -0.776 3.716 -6.095
O4 5.982 -0.257 -3.197
C10 5.789 -1.425 -2.977
O5 6.344 -2.436 -3.695
C11 5.817 -3.689 -3.237
C12 5.321 -3.421 -1.834
C13 4.878 -1.980 -1.917
H17 5.013 -3.996 -3.911
H18 6.602 -4.446 -3.256
H19 4.531 -4.103 -1.517
H20 6.148 -3.510 -1.123
H21 3.843 -1.891 -2.255
H22 5.021 -1.463 -0.967
O6 -4.079 1.663 0.197
C14 -3.739 1.067 1.185
O7 -3.060 -0.114 1.161
C15 -2.912 -0.602 2.502
C16 -3.059 0.614 3.387
C17 -4.031 1.473 2.604
H23 -3.689 -1.349 2.689
H24 -1.934 -1.074 2.615
H25 -3.400 0.375 4.395
H26 -2.098 1.131 3.470
H27 -5.070 1.230 2.838
H28 -3.840 2.535 2.755
O8 3.800 -3.249 1.279
C18 3.604 -4.417 1.509
O9 4.163 -5.430 0.802
C19 3.637 -6.682 1.264
C20 3.135 -6.410 2.662
C21 2.688 -4.965 2.571
H29 2.837 -6.995 0.587
H30 4.424 -7.437 1.251
H31 2.347 -7.095 2.978
H32 3.960 -6.494 3.376
H33 1.654 -4.879 2.228
H34 2.825 -4.441 3.516
O10 -4.628 3.901 4.728
C22 -5.771 4.105 4.409
O11 -6.826 3.991 5.258
C23 -8.046 4.194 4.533
C24 -7.651 4.978 3.302
C25 -6.250 4.471 3.029
H35 -8.471 3.217 4.285
H36 -8.756 4.740 5.155
H37 -8.338 4.842 2.466
H38 -7.615 6.046 3.538
H39 -6.255 3.574 2.404
H40 -5.621 5.243 2.588

Atomic partial charges in e from the Löwdin method, atoms 1 to 4: 0.023, -0.359, 0.070, -0.061


Which formula does entry 6 have?
C27H45BI2O15